(1)
The following is a DFT calculation (wB97M-V/def2-TZVPD) of a 2-piece molecular cluster, C7H16O overall at a distorted geometry.

The geometry in ORCA input format:
```
! RIJCOSX wB97M-V def2-TZVPD def2/J DEFGRID3
* xyz 0 1
C 0.18 1.23 -0.78
C -1.41 1.09 -0.10
C -2.19 0.04 -0.82
C -2.04 2.47 -0.14
H 0.84 0.50 -1.23
H 0.72 1.93 -0.13
H -0.08 1.76 -1.69
H -1.23 0.79 0.94
H -3.02 -0.32 -0.22
H -2.54 0.38 -1.79
H -1.54 -0.86 -0.97
H -2.22 2.77 -1.17
H -1.39 3.21 0.32
H -2.99 2.45 0.39
C 2.64 -2.34 1.32
C 2.14 -1.23 0.40
C 0.64 -1.35 0.25
O 0.10 -1.95 -0.66
H 3.71 -2.26 1.48
H 2.15 -2.29 2.29
H 2.43 -3.31 0.88
H 2.37 -0.25 0.84
H 2.61 -1.30 -0.58
H 0.10 -1.16 1.20
*
```

Properties
**Energy above the lowest of the compared OMol25 structures with the same formula, charge and spin**: 1.645 eV
**LUMO level**: 0.92 eV
**SMILES**: CC(C)C.CCC=O

Löwdin atomic charge list, values in e, 6 entries: number 1, C, carries -0.045; number 2, C, carries -0.423; number 3, C, carries -0.104; number 4, C, carries -0.107; number 5, H, carries 0.045; number 6, H, carries 0.060



(2)
The following is a DFT calculation (wB97M-V/def2-TZVPD) of a 15-piece molecular cluster, C4H40N3O14 overall at a distorted geometry.

The geometry in ORCA input format:
```
! RIJCOSX wB97M-V def2-TZVPD def2/J DEFGRID3
* xyz 1 1
C 2.15 -0.95 -0.11
C 2.84 -1.55 -1.30
C 2.23 -1.21 -2.66
N 0.23 -3.32 -2.79
C -0.19 -2.00 -2.71
N 0.76 -1.03 -2.67
N 1.99 0.52 -0.15
H 2.73 -1.07 0.86
H 1.28 -1.59 0.06
H 3.88 -1.17 -1.33
H 3.16 -2.53 -1.08
H 2.65 -0.21 -2.95
H 2.58 -1.89 -3.45
H -0.45 -3.91 -2.93
H 1.13 -3.71 -2.56
H -1.28 -1.67 -2.65
H 0.42 -0.09 -2.43
H 1.17 0.64 0.48
H 1.57 0.77 -1.11
H -2.24 1.34 5.09
H -1.25 1.88 4.18
O -1.85 1.08 4.26
H -3.40 2.71 -0.61
H -2.70 1.47 -0.03
O -3.08 1.90 -0.77
H -2.46 -0.03 2.32
H -3.23 -0.94 1.65
O -2.59 -0.22 1.43
H -3.07 -4.33 -1.40
H -2.75 -2.98 -1.86
O -2.34 -3.85 -1.71
H 2.61 2.54 -1.30
H 1.48 3.35 -2.09
O 1.99 2.55 -2.07
H -1.52 0.78 -1.90
H -2.34 1.07 -3.14
O -1.73 0.46 -2.83
H 3.11 0.99 3.69
H 2.12 -0.08 4.22
O 2.37 0.91 4.38
H 1.10 1.98 4.00
H 0.85 3.62 4.26
O 0.52 2.76 3.81
H -0.70 2.41 0.64
H -0.50 2.39 2.14
O -0.73 1.80 1.37
H 5.55 1.16 0.94
H 4.00 1.11 0.75
O 4.70 0.96 1.47
H -1.90 -2.36 3.24
H -2.07 -1.17 4.26
O -2.45 -2.01 4.03
H 0.28 4.63 -3.47
H -0.99 4.06 -2.76
O -0.11 3.82 -2.98
H -4.24 -1.08 -0.63
H -2.88 -1.35 -0.55
O -3.70 -1.78 -0.69
H -0.73 -2.56 -0.15
H -0.96 -1.37 0.60
O -1.03 -1.65 -0.36
*
```

Properties
**Energy above the lowest of the compared OMol25 structures with the same formula, charge and spin**: 0.917 eV
**LUMO level**: -2.43 eV

Löwdin atomic charge list, values in e, 6 entries: number 1, C, carries -0.297; number 2, C, carries -0.192; number 3, C, carries -0.145; number 4, N, carries 0.214; number 5, C, carries -0.071; number 6, N, carries 0.055



(3)
The following is a DFT calculation (wB97M-V/def2-TZVPD) of a 2-piece molecular cluster, C2H4IN2 overall at a distorted geometry.

The geometry in ORCA input format:
```
! RIJCOSX wB97M-V def2-TZVPD def2/J DEFGRID3
* xyz 1 1
C 1.48 -1.43 0.12
C -0.07 -0.35 -1.31
N 0.58 -0.60 -0.25
N -0.67 -0.10 -2.32
I -1.62 1.92 3.43
H 1.78 -1.16 1.16
H 1.88 -2.04 -0.64
H -2.24 3.05 2.55
H -1.11 0.70 -2.74
*
```

Properties
**Energy above the lowest of the compared OMol25 structures with the same formula, charge and spin**: 2.004 eV
**LUMO level**: -6.87 eV

Löwdin atomic charge list, values in e, 6 entries: number 1, C, carries 0.210; number 2, C, carries -0.070; number 3, N, carries 0.123; number 4, N, carries 0.339; number 5, I, carries 0.389; number 6, H, carries 0.147



(4)
The following is a DFT calculation (wB97M-V/def2-TZVPD) of C60H96F4N2PSbSi4TeTl as an isolated structure.

The geometry in ORCA input format:
```
! RIJCOSX wB97M-V def2-TZVPD def2/J DEFGRID3
* xyz -1 1
Tl 0.07 -0.22 -0.16
C 0.23 -2.51 -3.47
C -0.20 -3.09 -2.14
N -1.33 -2.40 -1.49
C -2.47 -2.37 -2.42
C -3.75 -1.75 -1.89
C -1.61 -3.08 -0.23
C -2.44 -2.33 0.81
N -2.10 -0.92 0.87
C -2.81 -0.12 1.66
C -2.73 1.28 1.49
F -1.91 1.76 0.50
C -3.46 2.19 2.21
F -3.34 3.50 1.90
C -4.33 1.81 3.22
C -4.41 0.45 3.44
F -5.21 0.00 4.43
C -3.70 -0.48 2.72
F -3.84 -1.78 3.09
H 1.18 -2.95 -3.75
H 0.39 -1.43 -3.38
H -0.49 -2.70 -4.26
H 0.65 -3.05 -1.45
H -0.46 -4.16 -2.27
H -2.68 -3.40 -2.76
H -2.15 -1.80 -3.29
H -4.33 -2.44 -1.28
H -4.38 -1.45 -2.73
H -3.53 -0.87 -1.29
H -0.64 -3.32 0.22
H -2.10 -4.05 -0.43
H -2.24 -2.85 1.76
H -3.51 -2.47 0.62
H -4.89 2.52 3.79
C 5.04 -0.21 2.61
C 5.09 -0.95 3.94
C 3.70 -0.99 4.57
C 2.89 0.32 4.39
C 3.87 1.47 4.12
C 4.69 1.27 2.84
P 1.59 0.17 3.05
C 0.08 -0.65 3.86
C -0.19 -2.07 3.34
C 0.59 -3.15 4.06
C 0.32 -3.10 5.56
C 0.64 -1.72 6.13
C -0.10 -0.61 5.38
C 0.85 1.89 2.94
C 0.55 2.63 4.26
C 0.65 4.15 4.11
C -0.02 4.60 2.82
C 0.70 4.02 1.59
C 1.57 2.81 1.94
H 4.28 -0.67 1.98
H 5.97 -0.30 2.07
H 5.80 -0.45 4.62
H 5.46 -1.97 3.80
H 3.80 -1.21 5.64
H 3.16 -1.83 4.14
H 2.37 0.53 5.33
H 4.55 1.52 4.98
H 3.35 2.43 4.10
H 5.60 1.86 2.93
H 4.15 1.64 1.97
H -0.72 -0.03 3.44
H 0.01 -2.12 2.26
H -1.26 -2.27 3.47
H 1.66 -3.03 3.87
H 0.32 -4.13 3.66
H 0.89 -3.87 6.09
H -0.74 -3.32 5.74
H 1.72 -1.55 6.07
H 0.38 -1.68 7.19
H 0.17 0.36 5.78
H -1.17 -0.74 5.58
H -0.12 1.67 2.46
H 1.22 2.30 5.06
H -0.46 2.37 4.59
H 1.70 4.46 4.11
H 0.19 4.63 4.98
H -0.05 5.69 2.76
H -1.06 4.27 2.84
H 1.32 4.78 1.12
H -0.04 3.72 0.84
H 2.52 3.15 2.35
H 1.81 2.25 1.03
C 8.15 -4.06 -2.49
Si 6.60 -3.55 -1.53
C 5.46 -5.05 -1.50
C 7.14 -3.20 0.25
Si 5.46 -1.68 -2.34
Te 3.45 -1.47 -0.96
Si 4.86 -2.01 -4.58
C 3.54 -0.77 -5.10
C 6.29 -1.84 -5.81
C 4.15 -3.74 -4.84
Si 6.95 0.12 -2.38
C 6.29 1.51 -3.48
C 7.35 0.90 -0.70
C 8.63 -0.39 -3.09
H 8.54 -5.01 -2.11
H 8.95 -3.32 -2.40
H 7.94 -4.18 -3.56
H 5.92 -5.88 -0.97
H 5.22 -5.38 -2.51
H 4.52 -4.79 -1.01
H 7.58 -4.09 0.70
H 6.27 -2.90 0.84
H 7.87 -2.39 0.29
H 3.84 0.26 -4.87
H 2.61 -0.96 -4.57
H 3.35 -0.83 -6.17
H 6.63 -0.81 -5.90
H 5.98 -2.18 -6.81
H 7.15 -2.45 -5.52
H 3.42 -3.98 -4.07
H 4.94 -4.50 -4.81
H 3.67 -3.81 -5.82
H 5.39 1.95 -3.04
H 6.03 1.15 -4.47
H 7.03 2.31 -3.60
H 6.55 1.56 -0.36
H 8.27 1.49 -0.78
H 7.49 0.15 0.07
H 8.54 -1.01 -3.99
H 9.20 -0.96 -2.36
H 9.21 0.50 -3.35
C -1.19 0.32 -6.02
C 0.02 1.19 -6.18
C 0.69 1.19 -7.40
C 1.82 1.96 -7.61
C 2.29 2.77 -6.59
C 1.64 2.78 -5.37
C 0.51 2.00 -5.15
Sb -0.39 1.94 -3.19
C 0.59 3.68 -2.40
C -0.08 4.90 -2.31
C 0.54 6.02 -1.79
C 1.85 5.93 -1.35
C 2.52 4.72 -1.41
C 1.91 3.58 -1.93
C 2.65 2.28 -1.95
C -2.30 2.87 -3.59
C -3.30 2.45 -2.72
C -4.60 2.90 -2.84
C -4.92 3.80 -3.85
C -3.93 4.23 -4.71
C -2.61 3.79 -4.59
C -1.58 4.34 -5.55
H -1.78 0.30 -6.94
H -1.85 0.65 -5.22
H -0.90 -0.71 -5.81
H 0.31 0.56 -8.21
H 2.32 1.94 -8.57
H 3.18 3.38 -6.74
H 2.01 3.43 -4.58
H -1.11 4.97 -2.65
H 0.00 6.96 -1.73
H 2.35 6.80 -0.94
H 3.54 4.65 -1.05
H 3.70 2.42 -1.68
H 2.62 1.80 -2.93
H 2.24 1.56 -1.24
H -3.06 1.75 -1.93
H -5.36 2.56 -2.14
H -5.93 4.16 -3.96
H -4.17 4.95 -5.49
H -1.91 5.30 -5.95
H -1.41 3.67 -6.39
H -0.62 4.49 -5.06
*
```

Properties
**Energy above the lowest of the compared OMol25 structures with the same formula, charge and spin**: 0.000 eV
**LUMO level**: 2.21 eV

Löwdin atomic charge list, values in e, 6 entries: number 1, Tl, carries 0.633; number 2, C, carries -0.101; number 3, C, carries -0.291; number 4, N, carries -0.231; number 5, C, carries -0.239; number 6, C, carries -0.074